Molecular formula: C28H44BBrCeGeN8O2
Method: DFT, the ωB97M-V functional and the def2-TZVPD basis

Last column: Löwdin spin population.
Element x y z (Å)
1 H 0.8772 3.5055 -1.2236  0.0003
2 H -2.8321 4.4568 0.2833  0.0000
3 Ce -0.0051 0.5710 -0.3011  1.0200
4 C -0.2886 1.1250 3.3654  0.0000
5 C 2.2760 -2.1894 -1.4196  0.0003
6 C 4.9372 -0.8378 0.9089  -0.0006
7 H -0.5337 3.2398 3.5797  0.0000
8 C -3.7005 -2.2324 1.1562  0.0001
9 N -2.0975 2.4417 0.2827  -0.0008
10 H -1.2085 4.2681 -1.5007  0.0000
11 C -4.4271 -1.6224 0.1534  0.0000
12 N -0.5798 0.2998 2.3682  -0.0012
13 C -0.8346 4.3845 -0.4806  0.0000
14 H -0.2827 0.8693 5.5803  0.0000
15 H -4.0743 -2.8933 3.1622  0.0000
16 O -0.2100 -0.3497 -2.4853  -0.0015
17 C -0.8336 -0.8190 4.2682  0.0000
18 H -1.6596 -2.9877 2.7853  0.0000
19 C 1.4409 -2.6573 -0.2747  0.0001
20 H 2.1820 1.1833 1.6763  -0.0009
21 C -0.5326 1.0815 -7.2939  0.0001
22 H -0.5291 1.1836 -8.3688  0.0000
23 C 4.5916 0.8776 -1.7042  0.0001
24 H 6.3667 2.0042 0.8970  -0.0001
25 H -0.9719 2.9568 -4.4813  0.0000
26 C -0.4459 0.4656 4.5943  0.0000
27 H 3.2999 -2.5430 -1.3078  0.0000
28 H -3.5935 -4.1786 2.0566  0.0000
29 H 4.1875 1.7570 -2.2119  0.0000
30 H 1.1461 2.6820 3.5873  0.0000
31 C -3.8111 0.1644 -1.6183  0.0001
32 C 2.2430 1.1648 0.5687  -0.0116
33 C -4.1697 -3.2562 2.1377  0.0000
34 H 1.0251 3.9387 0.3395  -0.0001
35 C -1.9157 3.8814 0.4736  0.0000
36 C -0.7755 2.1755 -6.4791  0.0000
37 H 5.6801 0.8949 -1.8120  0.0000
38 H 4.2183 -0.0081 -2.2270  0.0000
39 C -3.5278 -0.7380 -0.4604  0.0002
40 H -0.4503 -2.7937 5.0180  0.0000
41 N -0.9051 -0.8909 2.9250  0.0000
42 H -2.1468 -2.3212 5.0696  0.0000
43 H 0.3955 -4.3601 3.4688  0.0000
44 H 0.9320 -5.6452 2.3790  0.0000
45 N 0.3779 3.5819 -0.3494  -0.0004
46 C 0.5692 -3.7970 1.4087  0.0001
47 C 5.3080 2.2329 1.0632  -0.0007
48 H 6.0168 -0.8411 0.7244  -0.0001
49 N -0.0847 -2.6275 1.2518  0.0000
50 H -1.0005 -1.6171 6.2206  0.0000
51 C -0.7826 2.0957 -5.1066  0.0001
52 Ge 4.0755 0.8636 0.2269  -0.0026
53 H -4.4228 -0.3593 -2.3537  0.0000
54 C -1.1259 -1.9552 5.1934  0.0000
55 H 5.1008 3.2300 0.6666  0.0000
56 O -0.8116 1.7592 -2.3137  0.0013
57 N 0.4428 -1.9345 0.2156  -0.0014
58 H -2.8894 0.4823 -2.0990  0.0001
59 C -0.5370 0.8631 -4.4987  0.0000
60 H -4.3679 1.0506 -1.3038  0.0000
61 B -1.2881 -2.1137 2.0647  0.0000
62 H 2.2866 -1.1006 -1.4575  0.0000
63 C 0.1667 2.5278 3.1342  0.0000
64 H 5.1285 2.2616 2.1417  0.0000
65 H 2.2731 -4.6453 0.2915  0.0000
66 H -2.2560 2.2720 -0.7063  0.0000
67 C -0.5182 0.7484 -3.0214  0.0004
68 H 0.2613 2.7071 2.0657  0.0000
69 N -2.3423 -0.8039 0.1364  -0.0011
70 C 1.5537 -3.8574 0.4437  0.0000
71 H -5.2187 -3.4808 1.9502  0.0000
72 H -0.1114 -1.1973 -4.8089  0.0000
73 C -0.2955 -0.2516 -5.3018  0.0001
74 H 4.7690 -0.9197 1.9856  0.0000
75 H -1.6184 4.0625 1.5083  0.0000
76 H 1.8781 -2.5653 -2.3652  0.0000
77 H -0.6769 5.4542 -0.2961  0.0000
78 Br -1.1100 3.8680 -7.3157  0.0000
79 C -0.2931 -0.1434 -6.6774  0.0000
80 H -0.7681 -5.1526 2.4062  0.0000
81 H 4.4970 -1.7196 0.4362  0.0000
82 H -5.4582 -1.8014 -0.1062  0.0000
83 H -2.8959 2.1016 0.8025  0.0000
84 C 0.2602 -4.7941 2.4769  0.0000
85 H -0.0945 -1.0118 -7.2925  0.0000
86 N -2.4537 -1.7213 1.1242  0.0000

Cartesian forces (eV/Å) of the 3 atoms listed first:
H 0.17 -0.05 0.02
H -0.01 -0.01 0.06
Ce 1.76 1.15 2.90

Strongest force on any atom: 3.6 eV Å⁻¹
Lowest unoccupied orbital energy (spin up / spin down): 2.20 / 2.20 eV
ΔE to the lowest compared entry with this formula, charge and spin: 15.32 kcal per mole
M: 828.16 g/mol
Total charge: -1
Calculated total energy: -6833.00152 Ha
Gap between HOMO and LUMO (spin up / spin down): 3.85 / 3.87 eV
HOMO (spin up / spin down): -1.7 / -1.7 eV
Spin multiplicity: 2

Molecular formula: C28H44BBrFN3O4S2
Method: DFT, the ωB97M-V functional and the def2-TZVPD basis

Last column: Löwdin charge in e.
Element x y z (Å)
1 O -5.6054 1.7783 -1.4071  0.0859
2 H -0.1302 -4.0577 -2.2505  0.1059
3 N -1.9345 -1.3189 -1.6941  0.1981
4 C -3.0579 0.1623 -0.3438  -0.1601
5 C -7.7378 2.9921 -1.7075  0.0284
6 H 7.3308 2.6794 -1.1839  0.0706
7 H -4.0060 1.9011 0.5541  0.1411
8 H -3.7387 -0.6594 -2.4295  0.1739
9 C 0.9027 -3.0556 -0.6399  -0.1833
10 C 2.1628 -2.8386 -0.0704  -0.1910
11 H -4.2125 -2.4901 0.4612  0.1112
12 H 1.9019 -5.0238 -3.2675  0.0975
13 C 6.4707 2.3157 -1.7483  -0.1035
14 H -4.7502 -1.4150 2.4132  0.0866
15 C -3.9520 -0.9968 3.0657  -0.0580
16 C 3.4632 2.1584 -0.2156  -1.0642
17 H 3.1642 -2.4960 1.7554  0.0059
18 C -0.3629 -2.4783 -0.0015  -0.0318
19 C 5.7247 1.4989 1.4232  -0.0830
20 H 1.5170 -1.9781 1.8565  -0.0624
21 H -0.4694 2.2548 2.2506  0.1148
22 C 2.3684 -2.0106 1.2003  -0.2769
23 C -4.2153 1.9942 -1.5321  -0.4395
24 H -0.1540 1.1889 -2.8976  0.1013
25 F 0.3356 -1.0586 -2.6938  -0.0155
26 C 3.2951 -3.3970 -0.6771  -0.0389
27 C 1.1951 1.3340 1.3659  -0.4786
28 H -0.0606 -2.3095 1.0344  0.1211
29 H -1.0752 -3.3040 -0.0904  0.1318
30 C -3.3767 1.6717 -0.3077  -0.0063
31 C -1.8103 -0.4219 0.4150  -0.1596
32 H -2.5239 2.3439 -0.3454  0.1212
33 H 6.2910 1.2506 -1.6061  0.0443
34 C 5.2131 3.1671 -1.5385  -0.2578
35 H -3.9337 0.0787 2.8697  0.0831
36 H 1.4727 1.2349 2.4203  0.0341
37 H 4.1197 -4.5762 -2.2930  0.1007
38 O -3.7767 2.3526 -2.5684  0.2011
39 C -0.9088 -1.1761 -0.6172  -0.2115
40 C -2.9939 -0.6147 -1.6403  0.0868
41 H -3.9664 -0.2714 0.1183  0.1472
42 H -1.8565 -1.9003 -2.5259  0.1929
43 C -0.3228 1.6271 1.3615  -0.2341
44 N -2.6706 -1.6683 2.6992  -0.0868
45 H -0.5768 -0.3243 2.1868  0.1214
46 H 5.5177 4.2199 -1.6276  0.1159
47 S 3.4621 0.7309 -1.0303  0.7817
48 H -7.9260 3.8302 -2.3773  0.0987
49 C -6.2929 2.9570 -1.3013  -0.4956
50 C 3.2294 -4.1667 -1.8295  -0.0727
51 H 5.8810 0.8142 0.5867  0.0465
52 H 6.3765 3.4371 0.7558  0.1089
53 Br 2.5833 -1.1684 3.7796  -0.2746
54 H 4.2750 -3.2374 -0.2315  0.1184
55 O -5.7571 3.9540 -0.9162  0.1426
56 H -0.6235 2.2697 0.5318  0.0696
57 H -8.3809 3.1236 -0.8340  0.0968
58 H 4.9613 3.4601 1.7665  0.1070
59 C -0.1352 1.0370 -1.8163  0.0097
60 H 1.4488 0.3803 0.9112  0.0225
61 H -4.2547 -1.2453 4.0826  0.0983
62 H 6.7475 2.4229 -2.8061  0.0753
63 H 6.6932 1.5341 1.9366  0.0783
64 C 5.4283 2.9281 0.9282  -0.2266
65 H 4.4930 3.0145 -2.3427  0.0987
66 C 1.9603 -4.3999 -2.3807  -0.0940
67 C 0.1632 -0.4174 -1.4457  -0.2650
68 C 0.8387 -3.8554 -1.7889  -0.0665
69 H -1.0546 1.4578 -1.4122  0.0534
70 H -8.0636 2.0764 -2.2068  0.0854
71 O -3.2630 -2.6405 0.5273  0.1129
72 C -2.8292 -3.0574 3.1749  -0.0709
73 H 2.7594 -1.0312 0.9332  0.0051
74 H -1.9973 -3.6986 2.8846  0.0973
75 H 1.1566 -0.4363 -0.9932  0.0621
76 H 4.9870 1.0969 2.1199  0.0685
77 C -1.1918 0.3678 1.6054  -0.0890
78 H -3.7972 -3.5018 2.9038  0.0877
79 S 2.1208 2.7560 0.7411  0.9697
80 B -2.6204 -1.5981 1.2372  -0.5430
81 H -2.8237 -3.0075 4.2703  0.0969
82 H -2.0351 0.7307 2.1969  0.1075
83 N 4.5290 3.0533 -0.2375  -0.2306
84 H 0.6853 1.6656 -1.4539  0.0493

Cartesian forces (eV/Å) of the 3 atoms listed first:
O -0.12 -0.22 -0.06
H 0.07 0.01 0.12
N -1.41 -0.97 -0.95

Strongest force on any atom: 2.8 eV Å⁻¹
Lowest unoccupied orbital energy: -1.64 eV
M: 660.52 g/mol
Calculated total energy: -5053.57982 Ha
Gap between HOMO and LUMO: 4.33 eV
HOMO: -6.0 eV
Spin multiplicity: 1

Molecular formula: C28H44BrN3P2Pd
Method: DFT, the ωB97M-V functional and the def2-TZVPD basis

Last column: Löwdin spin population.
Element x y z (Å)
1 H 3.5345 -0.8861 4.2677  0.0004
2 H -1.0145 -5.0857 2.4118  0.0002
3 Pd -0.4345 0.3882 0.3652  0.3588
4 H -0.7676 -2.7498 -2.6551  0.0002
5 N -0.9792 0.3677 2.5284  0.0260
6 H 4.0781 -2.1657 3.1777  0.0099
7 H -3.8609 -2.8746 1.1742  0.0001
8 C -0.4523 -3.2367 1.4352  0.0107
9 H -6.0278 5.5576 -2.1988  -0.0020
10 P 4.1595 -0.6358 1.0102  0.6088
11 H 4.2187 1.8118 0.5797  0.0180
12 C -3.7694 -2.2500 0.2824  0.0008
13 H -3.8701 -1.2075 0.6211  0.0000
14 H 5.0133 1.2586 2.0689  -0.0001
15 H -3.8494 1.4540 -3.8142  0.0029
16 H 1.0969 3.6177 0.3396  0.0030
17 C 3.5302 -0.6887 -0.6989  0.0979
18 H 0.1763 1.2871 5.4566  0.0002
19 H 2.3906 -2.1565 3.7680  0.0006
20 C 4.8851 1.0514 1.0058  0.0837
21 H -4.6416 -2.4523 -0.3523  0.0000
22 C 0.4135 -2.0590 -0.9636  0.0269
23 H 2.6087 0.3791 2.5286  0.0111
24 H -2.6535 0.1646 -1.8957  0.0012
25 H 3.3956 0.3503 -1.0442  0.0164
26 C 1.3382 2.9867 -1.7056  -0.0265
27 C -0.7043 -0.5362 4.5682  0.0004
28 H 0.9534 -2.3996 -3.0174  -0.0001
29 H -5.3320 2.8597 -5.2345  -0.0020
30 P -0.9834 -1.9598 0.2249  0.0680
31 H 3.9760 -1.4762 -2.6492  -0.0004
32 H 6.9748 0.5080 0.9129  0.0021
33 N -1.1578 -0.7467 3.2936  0.0021
34 H -2.4162 -3.5892 -0.7913  0.0034
35 H -0.1747 -1.0976 -2.7608  0.0003
36 H -4.8275 4.1606 -0.5332  0.0022
37 H 0.4328 -3.7459 1.0002  0.0015
38 H -2.5998 -2.0123 -1.5431  0.0000
39 C 3.2178 -1.5141 3.4206  0.0237
40 C 6.2539 1.0990 0.3426  0.0077
41 H 6.2825 0.7459 -0.6867  0.0004
42 H 0.8670 -1.0523 -0.7434  0.0131
43 H -0.8481 -1.2948 5.3178  0.0002
44 N -5.7140 4.2532 -3.7790  0.0702
45 H 2.5432 -1.1524 -0.6414  0.0015
46 C -0.2707 0.7713 4.6345  0.0009
47 H -2.3394 -3.8943 2.3752  0.0001
48 C -2.3466 1.0805 -1.3611  -0.0534
49 H 1.1148 -2.8528 -0.6628  0.0030
50 H 4.4233 -2.5701 -1.3331  0.0019
51 C -0.0420 1.2031 -2.5134  -0.0279
52 C -4.2135 2.6575 -1.9842  0.0101
53 H 5.4381 -1.1537 -1.6931  0.0010
54 C -5.5807 4.6117 -2.5038  -0.0130
55 C -4.8941 3.8259 -1.5679  0.0707
56 C -2.5241 -2.5187 -0.5616  0.0167
57 H -3.3116 2.4804 -0.0091  0.0077
58 H -1.2814 2.8094 0.2932  0.0003
59 C 4.4031 -1.5167 -1.6397  0.0134
60 H -1.9009 -4.7854 0.8968  0.0001
61 C 2.7967 -0.6524 2.2162  0.0933
62 H 1.8893 -1.0303 1.7265  0.0036
63 C 0.0776 -2.0987 -2.4314  0.0013
64 C -1.4945 -4.3031 1.7987  0.0010
65 C -0.5027 2.3247 -0.2709  -0.0362
66 H 1.6419 2.0038 -3.6500  0.0028
67 H -0.6348 2.3760 3.0673  -0.0002
68 C -0.5955 1.3323 3.3721  0.0010
69 C -3.2951 2.0335 -1.0138  0.2809
70 H -0.1072 -2.7242 2.3537  0.0012
71 C -5.1555 3.1166 -4.1904  -0.0139
72 H -0.3603 0.4803 -3.2693  -0.0015
73 H 6.5981 2.1309 0.3279  -0.0004
74 C -0.8909 1.4213 -1.3498  0.0500
75 C 0.7559 2.9906 -0.4509  0.0339
76 C 1.0664 2.0082 -2.7152  0.0549
77 H -1.9378 -1.4098 3.0626  0.0006
78 C -4.3645 2.3018 -3.3600  0.0647
79 Br 2.5768 4.2747 -1.9867  -0.0124

Cartesian forces (eV/Å) of the 3 atoms listed first:
H -0.14 -0.23 -0.33
H -0.28 0.33 -0.25
Pd -1.66 -2.10 1.31

Strongest force on any atom: 3.2 eV Å⁻¹
Lowest unoccupied orbital energy (spin up / spin down): -5.86 / -9.07 eV
ΔE to the lowest compared entry with this formula, charge and spin: 54.35 kcal per mole
M: 670.95 g/mol
Total charge: +2
Calculated total energy: -4641.43575 Ha
Gap between HOMO and LUMO (spin up / spin down): 6.87 / 3.40 eV
HOMO (spin up / spin down): -12.7 / -12.5 eV
Spin multiplicity: 3